[1]
# C38H38Cl9N7

A 10-piece molecular cluster, C38H38Cl9N7 overall in a non-equilibrium geometry (ωB97M-V with the def2-TZVPD basis set, the Open Molecules 2025 dataset).

Summary:
total energy = -5995.66591 Eh
SMILES = ClC(Cl)Cl.ClC(Cl)Cl.ClC(Cl)Cl.c1ccncc1.c1ccncc1.c1ccncc1.c1ccncc1.c1ccncc1.c1ccncc1.c1ccncc1
HOMO-LUMO gap = 9.61 eV

Each line ends with the Mulliken charge.
Atoms and positions in Å:
Cl -2.565849 -10.254296 5.062765  -0.1203
C -3.048309 -8.598935 5.519662  0.0730
Cl -4.497905 -8.632170 6.477226  -0.1137
Cl -3.212353 -7.436256 4.183864  -0.1151
H -2.273562 -8.251351 6.203072  0.2758
Cl 7.271062 2.171700 -3.801141  -0.1190
C 6.828487 1.458434 -5.350902  0.0625
Cl 6.165048 -0.230935 -5.002314  -0.1368
Cl 8.275245 1.521497 -6.330634  -0.0991
H 5.995434 2.008773 -5.788213  0.2913
Cl 1.249964 8.582083 -4.412678  -0.1265
C 1.253691 6.946560 -3.600196  0.0383
Cl 2.603182 7.021207 -2.450304  -0.1154
Cl 1.495742 5.554617 -4.658836  -0.0954
H 0.320581 6.786482 -3.060043  0.2979
C 0.509381 5.870306 6.303393  -0.2369
C 0.019191 7.210261 6.365777  -0.2977
C 0.564887 8.157769 5.454286  -0.1738
N 1.603217 7.797758 4.617188  -0.5425
C 2.095658 6.539759 4.625614  -0.1960
C 1.523637 5.523732 5.404119  -0.3574
H 0.080332 5.245796 7.073008  0.3619
H -0.800275 7.513736 7.000427  0.3623
H 0.205704 9.173624 5.527976  0.3428
H 2.936631 6.398286 3.962927  0.3777
H 1.835744 4.490063 5.381315  0.3599
C 0.257132 -0.241470 0.581696  -0.1873
C 0.893578 0.371697 -0.518997  -0.4171
C 0.745806 -0.272852 -1.718255  -0.1292
N 0.026559 -1.413187 -1.905670  -0.5582
C -0.650929 -1.889611 -0.836360  -0.1512
C -0.532137 -1.348910 0.427551  -0.3876
H 0.543083 0.061035 1.578251  0.3601
H 1.621824 1.163156 -0.420683  0.3552
H 1.226021 0.160225 -2.583258  0.3791
H -1.150043 -2.809428 -1.103216  0.3848
H -1.015784 -1.857958 1.248125  0.3517
C 0.686131 -0.408204 8.576044  -0.2063
C -0.502239 -0.674710 7.960812  -0.3415
C -0.862655 -2.001322 7.529994  -0.1906
N -0.056120 -3.003212 7.878022  -0.5157
C 1.139100 -2.701144 8.533497  -0.1778
C 1.577168 -1.444761 8.760832  -0.3400
H 0.930480 0.563190 8.979907  0.3747
H -1.236166 0.100222 7.795800  0.3359
H -1.780260 -2.280488 7.033537  0.3876
H 1.787384 -3.520890 8.805769  0.3386
H 2.478565 -1.171438 9.289214  0.3355
C -2.647800 0.408955 -9.644370  -0.1879
C -2.109141 1.338065 -10.543136  -0.4175
C -0.698464 1.613539 -10.460562  -0.1652
N 0.122436 0.985022 -9.587896  -0.5646
C -0.457595 0.112478 -8.773772  -0.1359
C -1.814108 -0.196834 -8.735141  -0.3614
H -3.709595 0.211723 -9.635214  0.3665
H -2.787515 1.942688 -11.126766  0.3435
H -0.179444 2.316451 -11.095334  0.3840
H 0.222427 -0.417989 -8.123709  0.3749
H -2.210190 -0.902962 -8.020366  0.3639
C -4.574250 -5.977005 -8.829185  -0.2530
C -3.718059 -6.324220 -7.820360  -0.3322
C -4.201462 -6.270750 -6.484382  -0.1624
N -5.491810 -5.910957 -6.147053  -0.5411
C -6.295822 -5.553844 -7.173519  -0.1392
C -5.871047 -5.506017 -8.507411  -0.3458
H -4.217492 -6.052288 -9.845775  0.3660
H -2.724303 -6.706594 -8.001004  0.3620
H -3.499440 -6.447709 -5.682976  0.3562
H -7.269518 -5.139346 -6.957903  0.3408
H -6.575167 -5.196160 -9.265436  0.3493
C -5.240938 3.559979 4.577755  -0.2939
C -5.277267 4.964280 4.551793  -0.3287
C -6.302308 5.614488 5.238006  -0.0973
N -7.312286 4.986866 5.836717  -0.5612
C -7.337188 3.617719 5.809799  -0.1552
C -6.352266 2.875313 5.201266  -0.3186
H -4.512973 2.971944 4.038604  0.3864
H -4.573301 5.509263 3.940386  0.3559
H -6.248940 6.691454 5.177228  0.3270
H -8.113370 3.088062 6.342155  0.3392
H -6.347961 1.800543 5.307343  0.3465
C 9.132658 -2.156556 0.328734  -0.2588
C 7.777860 -2.365468 0.389560  -0.3342
C 7.282448 -3.686584 0.338415  -0.1438
N 8.054713 -4.794399 0.264693  -0.5434
C 9.423286 -4.582920 0.326132  -0.1636
C 9.995189 -3.283573 0.327772  -0.2803
H 9.545879 -1.158757 0.333228  0.3669
H 7.136226 -1.498041 0.437117  0.3408
H 6.211863 -3.822662 0.380107  0.3470
H 10.132262 -5.395035 0.391017  0.3249
H 11.072712 -3.210603 0.323473  0.3452

Cartesian forces (eV/Å) of the 6 atoms listed first:
Cl -0.168 0.523 -0.320
C 0.667 0.067 0.419
Cl -0.694 -0.078 0.216
Cl 0.201 -0.599 0.163
H -0.003 0.096 -0.476
Cl -0.360 0.231 0.271

---

[2]
# C38H38ClNO7Si2

C38H38ClNO7Si2 as an isolated structure in a non-equilibrium geometry (ωB97M-V with the def2-TZVPD basis set, the Open Molecules 2025 dataset).

Summary:
total energy = -3091.73358 Eh
HOMO-LUMO gap = 8.66 eV

Each line ends with the Mulliken charge.
Atoms and positions in Å:
C 2.607584 1.988454 -0.807072  -1.0778
C 2.951904 3.455679 -0.979266  -0.1633
C 1.959865 4.378834 -0.266829  -1.0770
C 0.595583 4.430558 -0.966413  1.0150
C 0.425604 5.592738 -1.943747  -0.9439
C 0.939955 5.342311 -3.362552  -0.6888
Si -0.081181 4.110599 -4.328128  0.5035
O 0.535817 2.605882 -4.105548  -0.4046
Cl 0.033703 4.667117 -6.315103  -0.3515
O -1.680571 4.230735 -3.902951  -0.3401
Si -2.590129 2.848624 -3.781247  0.5886
C -2.545592 2.207532 -2.026478  -0.0820
C -3.693963 2.917123 -1.260055  -0.6697
C -3.254961 4.214392 -0.614759  -1.1023
O -2.181436 1.684315 -4.975561  -0.3669
C -1.833745 0.551469 -4.509954  0.7275
N -1.337538 -0.321196 -3.895754  -0.5125
H 3.415418 1.401897 -1.230668  0.3292
H 2.536551 1.695470 0.233415  0.3288
H 1.702301 1.677856 -1.317041  0.1711
H 3.000175 3.679506 -2.038313  0.1049
H 3.926750 3.637418 -0.540006  0.3784
H 2.370163 5.368674 -0.108824  0.4149
H 1.799847 3.933511 0.708957  0.3991
H -0.160744 4.535389 -0.198068  0.0786
H 0.432496 3.453098 -1.410925  -0.7670
H -0.610533 5.904136 -1.949482  0.3156
H 0.965609 6.432919 -1.521328  0.4770
H 1.955328 4.973343 -3.323613  0.3092
H 0.963650 6.281194 -3.900360  0.4210
H 0.415438 2.255216 -3.218946  0.2690
H -3.973486 3.242936 -4.080633  -0.2973
H -1.623963 2.497548 -1.536235  0.0230
H -2.729660 1.145540 -1.941838  0.5059
H -4.511312 3.114149 -1.944756  0.3124
H -4.112298 2.259480 -0.513271  0.2725
H -4.093020 4.706468 -0.136974  0.4829
H -2.531610 4.009014 0.166783  0.2617
H -2.854447 4.924677 -1.326789  0.1590
C 3.390484 -2.072048 7.001751  -0.4537
C 2.992273 -0.842262 6.487905  -0.4889
C 3.370519 -0.467607 5.210780  -0.5424
C 4.158154 -1.316146 4.444275  0.2097
C 4.575967 -2.541346 4.968611  0.1955
C 4.180566 -2.919037 6.244781  -0.5878
C 5.458940 -3.447989 4.181647  0.5576
O 5.817777 -4.513956 4.634586  -0.6635
C 5.895257 -3.006673 2.827235  0.3520
C 6.761244 -3.809900 2.097514  -0.6328
C 7.165012 -3.419805 0.832848  -0.4375
C 6.698776 -2.228334 0.286805  -0.5482
C 5.839589 -1.421359 1.011349  -0.5657
C 5.441475 -1.801864 2.285974  0.1731
C 4.542166 -0.905782 3.064712  0.5418
O 4.136855 0.133839 2.588770  -0.6774
H 3.086449 -2.366349 7.997291  0.4013
H 2.384072 -0.177089 7.086064  0.3977
H 3.058484 0.484913 4.806506  0.4677
H 4.495719 -3.873098 6.642917  0.4727
H 7.119215 -4.736884 2.522514  0.4744
H 7.843338 -4.044817 0.267801  0.3963
H 7.010495 -1.928956 -0.704820  0.4067
H 5.478604 -0.492947 0.591753  0.5568
C -5.758976 -3.706285 3.178361  -0.4671
C -5.913433 -2.347858 2.922148  -0.5280
C -5.583234 -1.833448 1.680838  -0.4876
C -5.086787 -2.672620 0.692067  0.1986
C -4.911275 -4.032617 0.956756  0.2030
C -5.258736 -4.546160 2.198924  -0.5726
C -4.336641 -4.944646 -0.073638  0.5397
O -4.189344 -6.126244 0.156885  -0.6664
C -3.942667 -4.364152 -1.386498  0.3739
C -3.354555 -5.179945 -2.342707  -0.6310
C -2.993758 -4.654294 -3.571998  -0.4915
C -3.227307 -3.313175 -3.855282  -0.5144
C -3.810904 -2.495464 -2.904422  -0.4760
C -4.160964 -3.012551 -1.666355  0.2234
C -4.752595 -2.106162 -0.644857  0.5270
O -4.952306 -0.932990 -0.889715  -0.6914
H -6.025686 -4.107815 4.146816  0.3935
H -6.294126 -1.691404 3.693149  0.4018
H -5.707205 -0.779366 1.476532  0.4835
H -5.132697 -5.601259 2.396403  0.4738
H -3.176293 -6.222801 -2.121834  0.4738
H -2.529379 -5.290322 -4.313544  0.3962
H -2.948381 -2.905240 -4.816888  0.3713
H -3.987730 -1.452291 -3.120379  0.4569

Cartesian forces (eV/Å) of the 6 atoms listed first:
C 0.509 -0.171 -0.169
C -0.297 0.243 0.464
C -0.256 -0.785 -0.399
C 0.255 0.486 0.448
C 0.245 -0.217 0.134
C -0.720 -0.139 0.091